Record 1
Molecular formula: C25H28F32NO9S2
Method: DFT, ωB97M-V with the def2-TZVPD basis set

Orbital gap in Ha: 0.2977

```
! RIJCOSX wB97M-V def2-TZVPD def2/J DEFGRID3
* xyz -1 1
C 5.731 0.608 2.586
C 4.696 1.231 1.656
C 5.317 2.000 0.550
C 3.743 0.169 1.134
C 2.568 0.027 2.044
S 1.321 1.278 1.759
O 1.542 1.799 0.443
O 0.074 0.586 1.843
N 1.418 2.334 2.972
S 1.821 3.789 2.529
O 1.628 4.613 3.656
O 3.119 3.898 1.970
O 0.810 4.305 1.420
H 6.669 1.095 2.444
H 5.458 0.763 3.605
H 5.797 -0.442 2.424
H 4.106 1.876 2.251
H 5.805 2.863 0.928
H 6.073 1.395 0.084
H 4.609 2.283 -0.187
H 4.211 -0.787 1.110
H 3.418 0.380 0.148
H 2.073 -0.895 1.884
H 2.879 0.028 3.055
H 1.378 4.779 0.815
C 0.080 7.225 5.150
C 0.643 7.713 6.495
C -0.358 8.218 7.533
F -1.037 9.297 7.086
F 0.314 8.589 8.655
F 1.587 8.657 6.279
F 1.262 6.650 7.070
O 0.123 8.147 4.074
C -0.861 9.053 3.892
C -0.317 10.474 4.015
F 0.219 10.676 5.233
F -1.335 11.356 3.852
F -1.903 8.851 4.721
F -1.321 8.916 2.629
H 0.734 6.414 4.832
H -0.905 6.776 5.257
H -1.067 7.430 7.799
H 0.445 10.653 3.254
C -1.316 -1.322 -0.733
C -0.204 -1.733 -1.714
C -0.342 -1.265 -3.161
F -1.450 -1.777 -3.745
F 0.736 -1.704 -3.872
F -0.038 -3.082 -1.679
F 0.921 -1.171 -1.246
O -2.321 -2.294 -0.473
C -3.393 -2.413 -1.283
C -3.422 -3.789 -1.939
F -2.317 -3.993 -2.677
F -4.499 -3.864 -2.767
F -3.453 -1.431 -2.199
F -4.505 -2.319 -0.516
H -0.819 -1.180 0.226
H -1.744 -0.355 -0.985
H -0.373 -0.175 -3.212
H -3.491 -4.573 -1.184
C -7.646 -5.426 -2.708
C -7.124 -6.871 -2.763
C -7.463 -7.697 -4.005
F -8.796 -7.855 -4.140
F -6.908 -8.926 -3.875
F -7.515 -7.532 -1.654
F -5.766 -6.793 -2.727
O -8.829 -5.205 -1.967
C -10.050 -5.372 -2.538
C -10.830 -6.483 -1.839
F -10.162 -7.649 -1.919
F -12.024 -6.633 -2.455
F -9.959 -5.585 -3.862
F -10.741 -4.227 -2.361
H -6.888 -4.866 -2.168
H -7.697 -4.973 -3.697
H -7.059 -7.224 -4.905
H -10.988 -6.231 -0.789
C 6.706 -3.213 -3.925
C 6.957 -1.741 -4.290
C 7.419 -0.806 -3.171
F 6.496 -0.719 -2.197
F 7.605 0.431 -3.692
F 5.862 -1.234 -4.888
F 7.962 -1.743 -5.216
O 5.373 -3.592 -3.679
C 4.837 -3.437 -2.433
C 3.671 -2.454 -2.452
F 4.085 -1.249 -2.895
F 3.207 -2.312 -1.199
F 5.775 -3.081 -1.536
F 4.355 -4.638 -2.053
H 6.982 -3.776 -4.813
H 7.372 -3.551 -3.133
H 8.366 -1.152 -2.745
H 2.871 -2.813 -3.102
*
```

Record 2
Molecular formula: C25H28F5N2RuS2Se
Method: DFT, ωB97M-V with the def2-TZVPD basis set

Orbital gap (spin up / spin down) in Ha: 0.2257 / 0.2279
ΔE to the lowest compared entry with this formula, charge and spin in kJ/mol: 95.0
Expectation value of S²: 0.76

```
! RIJCOSX wB97M-V def2-TZVPD def2/J DEFGRID3
* xyz 0 2
Ru 0.173 0.311 -0.153
F 6.663 0.791 2.789
C 5.351 0.818 2.581
C 4.845 1.242 1.372
F 5.673 1.640 0.406
C 3.483 1.280 1.180
F 3.058 1.747 -0.006
C 2.572 0.884 2.144
S 0.806 0.983 1.985
C 3.120 0.462 3.344
F 2.320 0.054 4.332
C 4.482 0.439 3.573
F 4.957 0.060 4.759
C -1.975 4.759 0.105
C -0.599 4.313 -0.359
C 0.454 4.716 0.672
C -0.280 4.921 -1.722
N -0.652 2.831 -0.403
N 0.406 2.185 -1.094
H -1.984 5.839 0.258
H -2.233 4.270 1.049
H -2.742 4.514 -0.638
H 0.412 5.793 0.862
H 1.472 4.477 0.335
H 0.270 4.181 1.607
H -0.318 6.012 -1.669
H -1.006 4.592 -2.471
H 0.721 4.646 -2.066
H -1.517 2.504 -0.810
H 1.283 2.531 -0.723
H 0.392 2.335 -2.095
C 0.195 -7.129 -0.451
C 0.562 -5.669 -0.577
C 1.564 -5.244 -1.441
C 1.928 -3.903 -1.547
C 3.038 -3.501 -2.492
C 1.267 -2.966 -0.754
Se 1.872 -1.154 -0.918
C 0.279 -3.358 0.140
C -0.415 -2.418 1.095
C -0.068 -4.709 0.200
H 0.801 -7.750 -1.111
H -0.857 -7.292 -0.698
H 0.343 -7.476 0.574
H 2.088 -5.977 -2.050
H 3.413 -4.370 -3.033
H 3.871 -3.048 -1.947
H 2.693 -2.759 -3.218
H 0.028 -1.422 1.114
H -0.352 -2.808 2.112
H -1.467 -2.302 0.836
H -0.847 -5.015 0.899
S -1.934 -0.143 -1.070
C -3.649 0.161 -0.721
C -4.502 -0.931 -0.553
C -5.854 -0.732 -0.296
C -6.375 0.552 -0.208
C -5.537 1.644 -0.403
C -4.184 1.451 -0.661
H -4.097 -1.933 -0.628
H -6.507 -1.590 -0.166
H -7.426 0.702 0.006
H -5.939 2.652 -0.360
H -3.539 2.307 -0.816
*
```

Record 3
Molecular formula: C25H28F5O2Pt
Method: DFT, ωB97M-V with the def2-TZVPD basis set

Orbital gap (spin up / spin down) in Ha: 0.1813 / 0.2282
ΔE to the lowest compared entry with this formula, charge and spin in kJ/mol: 0.0
Expectation value of S²: 2.04

```
! RIJCOSX wB97M-V def2-TZVPD def2/J DEFGRID3
* xyz -1 3
O -0.226 -0.557 -3.374
C -0.051 0.689 -4.156
C -0.042 0.062 -5.524
H 0.926 1.133 -3.944
H -0.875 1.396 -3.989
C -0.068 -1.231 -4.664
H 0.862 0.247 -6.111
H -0.961 0.251 -6.089
C 1.249 -1.972 -4.751
H 2.089 -1.305 -4.512
H 1.377 -2.323 -5.782
H 1.221 -2.844 -4.087
C -1.240 -2.082 -5.093
H -2.166 -1.497 -5.096
H -1.306 -2.985 -4.479
H -1.035 -2.399 -6.126
Pt -0.435 -0.446 2.075
C -2.244 -0.927 3.147
C -2.234 0.540 2.931
C -2.994 0.788 1.722
H -1.999 1.266 3.706
C -3.373 -0.459 1.163
C -2.848 -1.521 1.956
H -3.037 -2.593 1.837
H -2.067 -1.418 4.103
H -3.325 1.774 1.390
H -4.077 -0.601 0.339
C 1.089 -2.884 3.395
C -0.135 -2.961 2.698
C 0.064 -2.330 1.379
H -1.033 -3.500 3.006
C 1.383 -1.639 1.447
C 2.003 -2.082 2.673
H 3.056 -1.943 2.920
H 1.297 -3.427 4.319
H -0.457 -2.540 0.448
H 1.870 -1.173 0.592
O 1.618 1.595 -2.133
C 0.922 0.693 -1.220
C -0.547 1.131 -1.126
H 1.289 0.843 -0.185
H 1.118 -0.352 -1.505
C -0.424 2.662 -1.256
H -1.029 0.804 -0.192
H -1.143 0.734 -1.952
C 0.917 2.879 -2.008
H -0.460 3.131 -0.254
H -1.251 3.064 -1.861
H 1.583 3.621 -1.521
H 0.741 3.267 -3.029
F -0.396 -0.205 5.331
C 0.444 0.715 4.765
C 0.645 0.758 3.389
C 1.650 1.601 2.936
F 2.039 1.599 1.623
C 2.302 2.498 3.779
F 3.231 3.336 3.288
C 2.008 2.523 5.137
F 2.588 3.418 5.960
C 1.088 1.604 5.625
F 0.811 1.575 6.940
*
```

One value per record, in order, for maximum force: 2.66 1.27 2.78 eV/A.